# 1
{
  "formula": "H4O2",
  "method": "wB97M-V/def2-TZVPD",
  "smiles": "O.O",
  "gap_ev": 11.82,
  "total_charge": 0,
  "mol_weight_da": 36.03,
  "species": ["H", "H", "O", "H", "O", "H"],
  "coordinates": [[0.909, -1.882, -0.468], [-0.640, 0.723, -0.096], [-1.058, 1.553, -0.429], [-1.706, 1.873, 0.220], [0.845, -1.149, 0.159], [1.649, -1.118, 0.615]],
  "lowdin_charge": [0.05, 0.02, -0.09, 0.03, -0.02, 0.01]
}

---

# 2
{
  "formula": "H4O2",
  "method": "wB97M-V/def2-TZVPD",
  "smiles": "O.O",
  "gap_ev": 11.77,
  "total_charge": 0,
  "mol_weight_da": 36.03,
  "species": ["H", "H", "H", "O", "O", "H"],
  "coordinates": [[-0.739, 0.825, -1.210], [0.305, 1.337, -0.252], [0.664, -1.183, 1.483], [0.012, 1.429, -1.168], [0.376, -1.175, 0.575], [-0.618, -1.234, 0.572]],
  "lowdin_charge": [0.02, 0.02, 0.03, -0.07, -0.07, 0.07]
}

---

# 3
{
  "formula": "H4O2",
  "method": "wB97M-V/def2-TZVPD",
  "smiles": "O.O",
  "gap_ev": 12.33,
  "total_charge": 0,
  "mol_weight_da": 36.03,
  "species": ["H", "H", "H", "O", "O", "H"],
  "coordinates": [[-2.002, -0.078, -1.362], [-0.578, 0.220, -0.646], [0.667, -0.023, 1.059], [1.538, -0.480, 0.913], [-1.464, 0.601, -0.814], [1.323, -1.091, 0.164]],
  "lowdin_charge": [0.09, 0.01, 0.04, -0.09, -0.10, 0.05]
}